Record 1
Below is 3 unconnected molecules or ions with the total composition C4H15NO3 at a distorted geometry, with properties calculated with ωB97M-V/def2-TZVPD.

Cartesian coordinates (Å):
C 1.5669 -1.2899 0.1089
N 1.1524 -0.0914 0.8828
C -0.8766 0.0558 -0.5682
C -0.3266 0.0453 0.8735
C -0.7855 1.3059 1.6216
O -1.9412 1.0146 2.4307
H 0.7318 -1.7779 -0.3944
H 1.9902 -2.0196 0.7974
H 2.1707 -1.0484 -0.7637
H 1.4820 -0.1302 1.8348
H -1.2752 -0.9287 -0.7668
H -0.0352 0.1706 -1.2484
H -1.5800 0.8382 -0.8461
H -0.7333 -0.8053 1.4339
H 0.0088 1.6582 2.2782
H -1.1446 2.1237 0.9956
H -2.5119 0.4013 1.9561
H 2.2939 1.8730 -1.8060
H 1.7852 0.8813 -0.7775
O 1.7212 1.1005 -1.7295
H -0.7353 -1.0589 -3.1056
H -1.0193 -2.4958 -3.2981
O -0.6897 -1.8910 -2.6243

Calculated values
* SMILES: CN[C@H](C)CO.O.O
* maximum force: 0.0287 Eh/bohr
* lowest unoccupied orbital energy: 0.70 eV

---

Record 2
Below is 4 unconnected molecules or ions with the total composition C4H15NO3 at a distorted geometry, with properties calculated with ωB97M-V/def2-TZVPD.

Cartesian coordinates (Å):
C 1.1383 1.6033 0.2103
C 0.1228 0.6597 0.9825
C -0.0851 -0.7954 0.4987
C 1.2057 -1.6089 0.5211
N -1.1824 -1.1963 1.3187
H 1.3730 2.5264 0.7641
H 2.0553 1.0329 0.0832
H 0.7821 1.8444 -0.7946
H 0.4200 0.5551 2.0451
H -0.8939 1.0473 1.0054
H 1.8710 -1.0278 -0.1454
H 1.6902 -1.8327 1.4867
H -1.5864 -2.2139 1.2149
H -0.4097 -0.7810 -0.5862
H 1.9068 -0.1253 -2.5387
H 1.0733 -2.5558 -0.0331
O 1.1529 -0.2093 -1.9970
H -0.0621 0.5013 -2.1615
H -1.5894 0.5030 -1.5278
O -0.9337 1.0739 -1.9710
H -3.5090 1.0008 0.0916
H -1.9270 -0.5348 1.3077
O -2.6127 0.5333 0.2252

Calculated values
* maximum force: 0.0955 Eh/bohr
* lowest unoccupied orbital energy: -5.09 eV

---

Record 3
Below is 4 unconnected molecules or ions with the total composition C4H15NO3 at a distorted geometry, with properties calculated with ωB97M-V/def2-TZVPD.

Cartesian coordinates (Å):
C -1.4284 -0.5352 1.1198
C -0.1767 -0.3987 0.1664
C -0.5051 -1.0144 -1.1154
C 0.9039 -0.3020 -2.7373
N 0.7150 -1.2640 -1.8983
H -1.3491 -0.2379 2.1010
H -2.2288 0.1050 0.6617
H -1.6443 -1.7057 1.0824
H 0.7181 -0.8768 0.5214
H 0.2518 0.6569 0.2633
H -1.2937 -0.3920 -1.7234
H -0.7001 -2.1472 -0.9834
H 0.3004 0.6285 -2.9831
H 1.7495 -0.4883 -3.4252
H 2.3269 1.3060 2.1736
H 1.4665 1.1120 3.5682
O 1.6292 1.7642 2.7436
H 2.1567 -0.6890 0.1113
H 3.2759 -1.1526 1.0105
O 2.6848 -0.4447 0.8760
H -3.4722 1.4770 -0.8425
H -2.3769 2.2424 0.0454
O -3.0034 2.3563 -0.7362

Calculated values
* SMILES: C=NCCC.O.O.O
* maximum force: 0.0832 Eh/bohr
* lowest unoccupied orbital energy: 0.70 eV

---

Record 4
Below is 3 unconnected molecules or ions with the total composition C4H15NO3 at a distorted geometry, with properties calculated with ωB97M-V/def2-TZVPD.

Cartesian coordinates (Å):
C -0.3323 -0.9324 1.7614
O -0.8547 -0.2103 2.8481
C 1.0843 -0.4640 1.3654
C 1.2468 1.0020 0.9894
C 0.3020 1.3874 -0.2490
N 0.6114 0.5639 -1.3362
H -0.1834 -1.9765 2.0478
H -1.0698 -0.9594 0.9537
H -0.7500 0.7357 2.7210
H 1.7092 -0.7169 2.2169
H 1.4441 -1.1238 0.5838
H 0.9832 1.6389 1.8337
H 2.2525 1.0522 0.6224
H 0.4889 2.4241 -0.4736
H -0.7385 1.3127 0.0562
H 0.5408 -0.4507 -1.1718
H 1.4650 0.8087 -1.8428
H -2.6892 0.8628 -2.8369
H -1.2455 0.9929 -2.2232
O -2.0516 0.4723 -2.2317
H -0.5912 -2.8969 -2.0703
H -1.0581 -1.4323 -2.0386
O -0.5636 -2.0904 -1.5257

Calculated values
* maximum force: 0.0387 Eh/bohr
* charge: +1
* ⟨S²⟩: 0.75
* spin multiplicity: 2
* lowest unoccupied orbital energy (alpha / beta): -3.24 / -8.64 eV

---

Record 5
Below is 4 unconnected molecules or ions with the total composition C4H15NO4S at a distorted geometry, with properties calculated with ωB97M-V/def2-TZVPD.

Cartesian coordinates (Å):
O -0.0452 -0.5634 1.9331
C -0.9122 -1.1411 1.2845
N -1.0557 -0.8865 -0.0545
C -0.3955 0.1844 -0.6949
C -0.6132 1.5192 0.1053
S -0.3930 2.9077 -0.9947
C -1.8720 -2.0747 1.9468
H -1.6669 -1.5132 -0.5556
H 0.6791 0.0402 -0.7214
H -0.6741 0.2267 -1.7375
H 0.1139 1.6137 0.9192
H -1.5722 1.6993 0.5839
H 0.9345 3.0568 -0.8084
H -2.8575 -2.1398 1.4827
H -1.4873 -3.0840 1.9903
H -2.0957 -1.7211 2.9445
H 2.5598 0.0884 -1.1781
H 2.2894 0.2932 -2.6837
O 1.9245 -0.1008 -1.8841
H 1.7831 -0.4298 1.1459
H 3.0335 -0.8924 1.8658
O 2.7344 -0.2403 1.2225
H 0.6606 -2.3508 -0.6949
H 0.8488 -2.5486 -2.1465
O 0.1544 -2.3015 -1.5147

Calculated values
* maximum force: 0.0385 Eh/bohr
* charge: +1
* ⟨S²⟩: 0.76
* spin multiplicity: 2
* lowest unoccupied orbital energy (alpha / beta): -2.95 / -8.36 eV

---

Record 6
Below is 4 unconnected molecules or ions with the total composition C4H15NO5S at a distorted geometry, with properties calculated with ωB97M-V/def2-TZVPD.

Cartesian coordinates (Å):
C -2.0200 -0.4382 -0.1261
N -0.6948 -0.7101 0.5096
C 0.3001 0.2959 0.1219
C 1.2846 0.3136 1.2862
S 2.6566 1.4906 1.2298
C 1.0060 -0.0436 -1.1568
O 1.2934 1.0492 -1.8982
O 1.2127 -1.1570 -1.5523
H -1.9992 0.3012 -0.9217
H -2.4165 -1.3987 -0.4809
H -2.7524 -0.2710 0.6708
H -0.4468 -1.6051 0.0805
H -0.1848 1.2614 0.1198
H 1.5594 -0.6413 1.6909
H 0.7603 0.6171 2.1893
H 3.5163 0.8368 0.4355
H 1.3493 0.9553 -2.8561
H 0.6689 -3.5166 0.0426
H 0.2378 -3.2792 -1.4806
O -0.0462 -3.4903 -0.5915
H -0.0139 3.8891 -2.2047
H -0.4243 2.4597 -2.5442
O -0.6461 3.3750 -2.7216
H -1.9925 0.2986 3.6965
H -1.1280 -0.5849 2.8409
O -1.0796 -0.0073 3.6204

Calculated values
* SMILES: CN[C@@H](CS)C(=O)O.O.O.O
* maximum force: 0.0407 Eh/bohr
* lowest unoccupied orbital energy: 0.31 eV

---

Record 7
Below is 2 unconnected molecules or ions with the total composition C4H15NSi2 at a distorted geometry, with properties calculated with ωB97M-V/def2-TZVPD.

Cartesian coordinates (Å):
C 1.5117 0.9656 -1.5398
C 1.7001 0.4772 1.2183
C -3.8578 -0.9125 -0.0105
C -1.6844 1.0088 0.8865
N 2.1656 -1.9666 -0.4630
Si 2.5053 -0.2309 -0.3797
Si -2.1033 -0.4702 -0.3736
H 0.4932 0.6708 -1.5179
H 1.7904 1.9210 -1.1251
H 1.8470 1.1004 -2.5755
H 0.9783 -0.1485 1.5828
H 2.5049 0.6045 1.9013
H 1.1322 1.3583 0.8654
H -4.1811 -0.4506 0.8848
H -4.4119 -0.6430 -0.8466
H -3.9987 -1.9913 -0.0192
H -2.2614 1.0116 1.8084
H -0.7391 0.5873 1.2622
H -1.2823 2.0133 0.5550
H 2.7781 -2.5503 -1.0691
H 3.8982 -0.0194 -0.4640
H 1.2150 -2.3355 -0.5806

Calculated values
* maximum force: 0.0688 Eh/bohr
* lowest unoccupied orbital energy: -0.27 eV

---

Record 8
Below is 4 unconnected molecules or ions with the total composition C4H15O4 at a distorted geometry, with properties calculated with ωB97M-V/def2-TZVPD.

Cartesian coordinates (Å):
C 0.8605 -0.1777 1.7032
O 1.7814 -0.0113 0.5108
C 1.0486 -1.6107 2.2157
C -0.1576 -2.3767 1.7277
C -0.3446 -2.4949 0.1566
H 1.3513 0.5741 2.2885
H -0.2541 0.0983 1.4048
H 1.3106 -1.5914 3.3665
H 1.8822 -1.9543 1.5132
H -0.9235 -1.6905 2.0122
H -0.2110 -3.3654 2.0900
H -0.6958 -1.4705 -0.2054
H -1.1268 -3.1880 -0.0751
H 0.4251 -2.7079 -0.4735
H 1.0036 2.0274 -1.4729
H 1.3984 0.4728 -0.2502
O 1.2227 1.1944 -1.6642
H -2.7101 3.3870 -0.9223
H -2.0554 2.3417 -1.8580
O -2.8596 3.1112 -1.8300
H -1.3398 0.7466 -1.2850
H 0.3039 0.9451 -2.0855
O -0.9946 1.3726 -1.8750

Calculated values
* maximum force: 0.1244 Eh/bohr
* charge: -1
* lowest unoccupied orbital energy: 3.50 eV

---

Question: Which formula does entry 6 have?
Answer: C4H15NO5S